Formula: C5H8HgO5
Source: the Open Molecules 2025 dataset
Level of theory: ωB97M-V/def2-TZVPD

Its spin multiplicity is 2. The charge is -1. The calculation puts the HOMO-LUMO gap (alpha / beta) at 5.5 / 7.5 eV. For the LUMO energy (alpha / beta), the calculation gives 3.42 / 3.40 eV.

Atoms and positions in Å:
O  -0.887  1.221  -0.142
C  -1.441  0.222  -0.979
C  -1.211  0.965  1.229
O  -1.761  0.525  -2.111
O  -2.206  -0.591  -0.217
C  -2.074  -0.285  1.169
H  -1.757  1.831  1.622
H  -0.290  0.801  1.803
H  -1.561  -1.137  1.631
H  -3.073  -0.126  1.591
O  2.190  0.333  0.981
O  0.578  -0.765  -0.962
C  2.323  -1.028  0.721
C  1.041  -1.580  0.083
H  2.524  -1.610  1.646
H  3.178  -1.258  0.045
H  0.285  -1.638  0.893
H  1.212  -2.619  -0.264
Hg  1.343  1.071  -0.580

Results of the natural (NBO) charge analysis, in e, for atoms 1 through 4: atom 1 (O): -0.586, atom 2 (C): 1.036, atom 3 (C): -0.113, atom 4 (O): -0.617

Formula: C5H8I2N2
Source: the Open Molecules 2025 dataset
Level of theory: ωB97M-V/def2-TZVPD

The calculation puts the HOMO-LUMO gap at 9.2 eV. For the LUMO energy, the calculation gives 0.09 eV.

Atoms and positions in Å:
I  -2.703  0.175  -1.330
I  0.073  1.509  -3.063
C  -0.839  2.326  -0.291
C  -0.776  1.080  -1.149
H  -1.490  3.090  -0.746
H  0.172  2.751  -0.171
H  -1.236  2.075  0.708
H  -0.127  0.292  -0.716
N  0.921  -0.447  1.729
C  -0.135  -1.221  1.537
C  1.838  -0.848  0.787
C  1.332  -1.873  0.019
N  0.071  -2.098  0.513
H  -1.065  -1.191  2.104
H  2.818  -0.377  0.709
H  1.743  -2.448  -0.811
H  -0.595  -2.797  0.174

Results of the natural (NBO) charge analysis, in e, for atoms 1 through 4: atom 1 (I): 0.108, atom 2 (I): 0.122, atom 3 (C): -0.674, atom 4 (C): -0.476

Formula: C5H8IN
Source: the Open Molecules 2025 dataset
Level of theory: ωB97M-V/def2-TZVPD

The calculation puts the HOMO-LUMO gap at 9.7 eV. For the LUMO energy, the calculation gives 0.35 eV.

Atoms and positions in Å:
C  1.113  1.046  -0.850
C  -0.665  1.193  0.541
C  1.102  -0.298  -0.078
C  -0.303  -0.330  0.525
C  -1.049  -1.258  -0.473
N  0.254  1.841  -0.379
I  2.669  -0.007  1.361
H  1.818  1.296  -1.614
H  -1.665  1.613  0.298
H  -0.562  1.415  1.647
H  1.471  -1.207  -0.606
H  -0.402  -0.807  1.503
H  -0.786  -1.158  -1.510
H  -2.214  -1.094  -0.233
H  -0.782  -2.244  -0.131

Results of the natural (NBO) charge analysis, in e, for atoms 1 through 4: atom 1 (C): 0.068, atom 2 (C): -0.278, atom 3 (C): -0.358, atom 4 (C): -0.272

Formula: C5H8IN2
Source: the Open Molecules 2025 dataset
Level of theory: ωB97M-V/def2-TZVPD

The charge is +1. The calculation puts the HOMO-LUMO gap (alpha / beta) at 6.8 / 6.8 eV. For the LUMO energy (alpha / beta), the calculation gives -5.49 / -5.49 eV.

Atoms and positions in Å:
C  0.218  -0.294  0.230
C  0.601  -1.726  0.210
C  1.421  -2.707  0.645
C  -0.068  -2.359  -1.084
C  -0.506  1.835  0.791
N  0.122  0.249  2.425
N  0.016  0.555  1.195
I  1.509  -4.471  1.600
H  -0.026  0.019  -0.794
H  -1.057  -2.326  -0.748
H  0.238  -1.723  -1.987
H  0.204  -3.454  -1.214
H  0.343  2.619  0.769
H  -1.046  1.811  -0.242
H  -1.008  2.283  1.587
H  -0.288  0.845  3.119

Results of the natural (NBO) charge analysis, in e, for atoms 1 through 4: atom 1 (C): -0.133, atom 2 (C): -0.095, atom 3 (C): 0.033, atom 4 (C): -0.557

Formula: C5H8LiO3Sm
Source: the Open Molecules 2025 dataset
Level of theory: ωB97M-V/def2-TZVPD

Its spin multiplicity is 8. The charge is +2. The calculation puts the HOMO-LUMO gap (alpha / beta) at 6.9 / 7.9 eV. For the LUMO energy (alpha / beta), the calculation gives -8.27 / -8.15 eV.

Atoms and positions in Å:
C  0.896  -2.472  0.611
C  1.770  -2.645  -0.540
H  1.469  -2.254  1.528
H  0.181  -3.301  0.758
H  1.675  -3.599  -1.072
Sm  2.997  -0.997  -1.657
O  -0.551  0.936  0.691
Li  1.954  1.974  1.762
O  1.421  0.250  1.350
C  0.335  -0.021  0.843
O  0.034  -1.171  0.333
C  -1.087  1.257  -0.615
C  -2.136  2.324  -0.438
H  -0.270  1.603  -1.260
H  -1.490  0.342  -1.067
H  -1.726  3.189  0.098
H  -2.466  2.653  -1.433
H  -3.006  1.934  0.107

Results of the Löwdin charge analysis, in e, for atoms 1 through 4: atom 1 (C): -0.166, atom 2 (C): -0.280, atom 3 (H): 0.125, atom 4 (H): 0.139

Formula: C5H8N
Source: the Open Molecules 2025 dataset
Level of theory: ωB97M-V/def2-TZVPD

The charge is +1. The calculation puts the HOMO-LUMO gap (alpha / beta) at 7.5 / 7.5 eV. For the LUMO energy (alpha / beta), the calculation gives -7.38 / -7.38 eV.

Atoms and positions in Å:
C  0.036  -0.922  0.243
C  1.089  1.645  -2.126
C  0.701  -0.288  -0.851
C  0.635  1.072  -0.974
C  -1.378  -0.787  2.007
N  -1.031  -0.428  0.732
H  0.419  -1.815  0.786
H  1.698  1.056  -2.836
H  0.753  2.591  -2.372
H  1.398  -1.031  -1.279
H  -0.064  1.543  -0.320
H  -0.569  -1.547  2.472
H  -2.332  -1.234  1.997
H  -1.354  0.147  2.522

Results of the natural (NBO) charge analysis, in e, for atoms 1 through 4: atom 1 (C): -0.052, atom 2 (C): 0.015, atom 3 (C): 0.131, atom 4 (C): -0.325

Formula: C5H8N
Source: the Open Molecules 2025 dataset
Level of theory: ωB97M-V/def2-TZVPD

The charge is +1. As for the structure (SMILES): C1=C([C@@H]2C[NH2+]2)C1. The calculation puts the HOMO-LUMO gap at 10.0 eV. For the LUMO energy, the calculation gives -3.61 eV.

Atoms and positions in Å:
C  -0.068  1.606  -1.080
C  -0.471  0.690  -0.218
C  -0.166  -0.394  0.775
C  1.242  -0.713  0.847
N  0.362  -1.596  0.123
C  -1.538  1.629  -0.733
H  0.775  2.050  -1.626
H  -0.956  -0.284  1.574
H  1.711  -1.197  1.819
H  1.901  -0.220  0.242
H  0.156  -2.513  0.464
H  0.403  -1.825  -0.881
H  -1.867  2.547  -0.135
H  -2.219  1.433  -1.500

Results of the natural (NBO) charge analysis, in e, for atoms 1 through 4: atom 1 (C): -0.090, atom 2 (C): -0.103, atom 3 (C): -0.084, atom 4 (C): -0.189

Formula: C5H8N
Source: the Open Molecules 2025 dataset
Level of theory: ωB97M-V/def2-TZVPD

The charge is +1. As for the structure (SMILES): [NH3+][C@]12C[C@]13C[C@H]32. The calculation puts the HOMO-LUMO gap at 10.0 eV. For the LUMO energy, the calculation gives -3.76 eV.

Atoms and positions in Å:
N  -1.438  -0.630  -0.099
C  -0.305  0.171  -0.636
C  -0.135  1.637  -0.029
C  0.823  0.649  0.354
C  1.311  -0.773  0.684
C  1.231  -0.331  -0.711
H  -1.603  -0.459  0.916
H  -1.130  -1.558  -0.205
H  -2.390  -0.482  -0.673
H  -1.037  1.917  0.514
H  -0.041  2.465  -0.843
H  0.663  -1.538  1.146
H  2.223  -0.779  1.210
H  1.828  -0.290  -1.628

Results of the natural (NBO) charge analysis, in e, for atoms 1 through 4: atom 1 (N): -0.707, atom 2 (C): 0.009, atom 3 (C): -0.365, atom 4 (C): -0.004

Formula: C5H8N
Source: the Open Molecules 2025 dataset
Level of theory: ωB97M-V/def2-TZVPD

The charge is +1. As for the structure (SMILES): C[C@H]1C2=C[N@@+]21C. The calculation puts the HOMO-LUMO gap at 9.6 eV. For the LUMO energy, the calculation gives -5.39 eV.

Atoms and positions in Å:
C  0.829  -1.518  0.582
C  -0.282  -1.022  -0.351
C  -1.564  -0.512  0.221
C  -1.789  0.592  -0.454
N  -0.426  0.469  -0.618
C  0.625  1.641  -0.026
H  0.421  -2.005  1.447
H  1.445  -0.572  0.736
H  1.346  -2.299  0.118
H  -0.309  -1.537  -1.318
H  -2.441  1.331  -0.619
H  0.947  1.243  1.052
H  1.318  1.780  -0.830
H  -0.120  2.408  0.061

Results of the natural (NBO) charge analysis, in e, for atoms 1 through 4: atom 1 (C): -0.637, atom 2 (C): -0.060, atom 3 (C): 0.213, atom 4 (C): 0.006

Formula: C5H8N
Source: the Open Molecules 2025 dataset
Level of theory: ωB97M-V/def2-TZVPD

The charge is +1. The calculation puts the HOMO-LUMO gap (alpha / beta) at 6.2 / 10.3 eV. For the LUMO energy (alpha / beta), the calculation gives -6.60 / -5.21 eV.

Atoms and positions in Å:
C  1.498  -0.892  0.481
C  0.181  0.901  -0.061
C  -0.798  1.429  0.705
C  0.723  1.430  -1.232
C  -0.698  -1.479  0.060
N  0.385  -0.556  0.092
H  1.868  -1.881  0.890
H  -1.386  0.756  1.443
H  -0.821  2.500  0.911
H  0.472  2.447  -1.488
H  1.506  0.912  -1.981
H  -0.339  -2.538  -0.145
H  -1.487  -1.366  -0.716
H  -1.104  -1.663  1.040

Results of the natural (NBO) charge analysis, in e, for atoms 1 through 4: atom 1 (C): 0.432, atom 2 (C): -0.003, atom 3 (C): -0.306, atom 4 (C): -0.265

Formula: C5H8N
Source: the Open Molecules 2025 dataset
Level of theory: ωB97M-V/def2-TZVPD

The charge is +1. The calculation puts the HOMO-LUMO gap at 8.2 eV. For the LUMO energy, the calculation gives -6.87 eV.

Atoms and positions in Å:
C  -0.516  -0.032  1.928
C  0.685  0.249  0.969
C  -1.220  -0.582  -0.110
C  0.118  0.038  -0.334
C  0.837  0.349  -1.799
N  -1.499  -0.534  1.311
H  -0.505  0.149  2.966
H  1.176  1.160  1.060
H  1.365  -0.349  1.402
H  -1.982  -0.249  -0.760
H  -1.335  -1.723  -0.377
H  0.659  1.461  -2.095
H  0.357  -0.221  -2.548
H  1.860  0.283  -1.615

Results of the natural (NBO) charge analysis, in e, for atoms 1 through 4: atom 1 (C): 0.147, atom 2 (C): -0.681, atom 3 (C): -0.450, atom 4 (C): 0.598

Formula: C5H8N
Source: the Open Molecules 2025 dataset
Level of theory: ωB97M-V/def2-TZVPD

The charge is +1. As for the structure (SMILES): C=[N+]=C/C=C\C. The calculation puts the HOMO-LUMO gap at 9.4 eV. For the LUMO energy, the calculation gives -5.08 eV.

Atoms and positions in Å:
C  3.286  -0.102  -0.089
N  2.053  -0.007  0.140
C  0.783  -0.063  0.189
C  -0.234  0.915  0.095
C  -1.586  0.684  0.033
C  -2.350  -0.639  -0.059
H  3.890  -0.016  0.808
H  3.658  -0.213  -1.101
H  0.479  -1.071  0.409
H  0.087  2.027  0.050
H  -2.345  1.396  0.061
H  -3.118  -0.854  0.731
H  -1.763  -1.537  -0.224
H  -2.839  -0.519  -1.045

Results of the natural (NBO) charge analysis, in e, for atoms 1 through 4: atom 1 (C): 0.079, atom 2 (N): -0.262, atom 3 (C): 0.208, atom 4 (C): -0.366